Entry 1:
Entry from the Open Molecules 2025 dataset: a 2-piece molecular cluster, C3H3BrO overall (the ωB97M-V functional and the def2-TZVPD basis).

Geometry (Å):
C -0.940 -1.601 0.072
C -1.661 -0.647 -0.231
C 0.672 0.871 -0.429
O 0.785 1.956 0.208
Br 2.074 -0.520 -0.183
H -0.452 -2.475 -0.163
H -1.992 0.270 -0.053
H 1.514 2.147 0.779

Atoms 1-6, force components in eV/Å:
-3.0 2.7 -1.6
3.2 -5.0 1.5
-0.5 -0.5 -1.2
-0.8 0.2 -0.4
0.3 0.7 0.4
1.0 -1.5 0.2

Values from the calculation:
Electronic energy = -2765.1664 Eh
E_LUMO = 0.38 eV

***

Entry 2:
Entry from the Open Molecules 2025 dataset: a 12-piece molecular cluster, C60H54F48N6O6 overall (the ωB97M-V functional and the def2-TZVPD basis).

Geometry (Å):
N 1.282 -3.924 2.140
C 0.728 -4.983 1.600
C 0.316 -6.048 2.401
C 0.689 -6.050 3.733
C 1.251 -4.926 4.313
C 1.451 -3.815 3.461
H 0.608 -4.938 0.458
H -0.273 -6.847 1.933
H 0.457 -6.939 4.312
H 1.493 -4.775 5.353
H 1.795 -2.838 3.816
N 2.654 5.539 -1.510
C 1.466 5.692 -0.933
C 0.358 4.900 -1.232
C 0.537 3.907 -2.179
C 1.751 3.813 -2.873
C 2.788 4.630 -2.477
H 1.392 6.492 -0.180
H -0.562 4.980 -0.692
H -0.283 3.224 -2.454
H 1.844 3.122 -3.709
H 3.798 4.548 -2.935
N -1.191 0.871 5.726
C -1.348 0.164 4.624
C -1.370 -1.241 4.609
C -1.261 -2.027 5.726
C -1.267 -1.278 6.921
C -1.156 0.137 6.846
H -1.499 0.833 3.763
H -1.404 -1.677 3.641
H -1.115 -3.075 5.676
H -1.052 -1.823 7.857
H -0.965 0.698 7.791
N 4.729 0.319 -5.292
C 3.605 -0.249 -4.982
C 2.965 0.083 -3.780
C 3.465 0.999 -2.886
C 4.728 1.512 -3.191
C 5.328 1.131 -4.420
H 3.162 -0.936 -5.735
H 2.066 -0.416 -3.543
H 2.996 1.160 -1.904
H 5.225 2.219 -2.550
H 6.296 1.530 -4.672
N 0.499 -0.405 -0.882
C 0.234 0.834 -0.668
C 0.618 1.429 0.529
C 1.248 0.660 1.501
C 1.522 -0.690 1.284
C 1.054 -1.166 -0.022
H -0.167 1.343 -1.573
H 0.380 2.436 0.711
H 1.546 1.134 2.399
H 1.950 -1.434 1.969
H 1.208 -2.232 -0.298
N -5.328 -1.015 0.014
C -4.977 -0.887 1.244
C -3.630 -0.586 1.578
C -2.697 -0.397 0.576
C -3.057 -0.572 -0.750
C -4.441 -0.860 -0.957
H -5.756 -0.974 2.008
H -3.534 -0.468 2.642
H -1.658 -0.213 0.811
H -2.356 -0.271 -1.581
H -4.829 -1.012 -1.984
C 5.901 1.630 1.350
C 5.221 2.661 0.411
C 4.637 3.879 1.080
F 3.649 3.558 1.946
F 5.671 4.382 1.808
F 6.056 3.125 -0.497
F 4.174 2.059 -0.314
O 6.281 0.448 0.588
C 5.582 -0.706 0.813
C 6.240 -1.842 -0.010
F 7.484 -1.990 0.445
F 5.474 -2.961 0.121
F 5.559 -1.002 2.144
F 4.281 -0.574 0.368
H 5.309 1.312 2.220
H 6.782 2.152 1.712
H 4.308 4.538 0.257
H 6.370 -1.610 -1.079
C 0.827 -3.467 -2.517
C 2.262 -4.016 -2.455
C 2.444 -5.336 -3.231
F 3.629 -5.878 -2.930
F 1.531 -6.207 -2.763
F 3.157 -3.099 -2.842
F 2.537 -4.248 -1.092
O 0.464 -3.338 -3.904
C -0.759 -3.010 -4.178
C -0.904 -2.648 -5.668
F -2.172 -2.630 -6.070
F -0.477 -1.402 -5.915
F -1.652 -4.065 -3.897
F -1.211 -2.011 -3.354
H 0.817 -2.470 -2.138
H 0.064 -4.008 -2.053
H 2.372 -5.201 -4.280
H -0.433 -3.440 -6.205
C -4.660 -5.356 1.088
C -3.368 -4.624 1.543
C -2.515 -3.904 0.434
F -1.428 -3.355 0.966
F -2.180 -4.873 -0.467
F -3.650 -3.661 2.440
F -2.532 -5.450 2.185
O -5.516 -4.288 0.514
C -6.652 -4.607 -0.088
C -7.123 -3.475 -0.974
F -6.263 -3.318 -1.963
F -8.315 -3.831 -1.531
F -6.631 -5.758 -0.812
F -7.644 -4.875 0.852
H -5.205 -5.742 1.922
H -4.402 -6.041 0.309
H -3.105 -3.169 -0.142
H -7.287 -2.548 -0.402
C -4.563 2.670 -4.648
C -5.307 3.879 -5.188
C -5.374 4.071 -6.741
F -6.121 5.179 -6.969
F -4.169 4.404 -7.188
F -6.575 3.797 -4.775
F -4.675 4.927 -4.636
O -3.244 2.683 -5.121
C -2.405 1.895 -4.416
C -0.974 1.889 -5.115
F -0.514 3.164 -5.289
F -0.132 1.229 -4.286
F -2.404 2.192 -3.102
F -2.895 0.583 -4.463
H -5.143 1.747 -5.029
H -4.559 2.787 -3.581
H -5.754 3.181 -7.255
H -0.938 1.371 -6.103
C -3.769 4.852 -1.023
C -3.287 3.700 -0.061
C -2.744 4.224 1.365
F -3.681 5.000 1.889
F -2.694 3.135 2.120
F -4.258 2.810 0.097
F -2.277 2.986 -0.637
O -2.675 5.733 -1.177
C -3.020 6.842 -2.042
C -1.834 7.774 -1.889
F -2.030 8.847 -2.673
F -1.745 8.171 -0.586
F -3.157 6.362 -3.257
F -4.202 7.482 -1.689
H -4.568 5.257 -0.409
H -4.126 4.374 -1.976
H -1.755 4.627 1.290
H -0.922 7.330 -2.308
C 4.849 -1.481 5.791
C 4.666 -2.515 6.792
C 3.981 -2.019 8.101
F 2.652 -2.206 8.023
F 4.451 -2.854 8.981
F 4.002 -3.602 6.336
F 5.945 -2.832 7.125
O 3.680 -0.638 5.632
C 3.657 0.495 4.900
C 2.684 1.471 5.565
F 3.204 1.756 6.801
F 2.626 2.626 4.852
F 4.930 0.991 4.773
F 3.279 0.233 3.620
H 5.244 -1.964 4.876
H 5.596 -0.789 6.094
H 4.115 -0.942 8.194
H 1.626 1.054 5.544

Atoms 1-6, force components in eV/Å:
0.4 1.6 0.2
-0.3 -0.4 -1.0
0.1 -0.2 -1.2
-0.6 -0.5 0.4
0.1 1.7 -0.9
0.0 -1.3 -0.2

Values from the calculation:
Electronic energy = -7892.2428 Eh
E_LUMO = 0.41 eV
SMILES = FC(F)C(F)(F)COC(F)(F)C(F)F.FC(F)C(F)(F)COC(F)(F)C(F)F.FC(F)C(F)(F)COC(F)(F)C(F)F.FC(F)C(F)(F)COC(F)(F)C(F)F.FC(F)C(F)(F)COC(F)(F)C(F)F.FC(F)C(F)(F)COC(F)(F)C(F)F.c1ccncc1.c1ccncc1.c1ccncc1.c1ccncc1.c1ccncc1.c1ccncc1

***

Entry 3:
Entry from the Open Molecules 2025 dataset: C46H51Br2HfN12 as an isolated structure (the ωB97M-V functional and the def2-TZVPD basis).

Geometry (Å):
Hf 0.211 0.425 0.371
Br 0.302 -1.928 -1.266
C 1.860 -1.430 -2.267
C 2.187 -2.257 -3.297
C 3.371 -2.004 -4.014
C 4.164 -0.961 -3.644
C 3.813 -0.111 -2.565
C 4.685 0.938 -2.192
C 4.363 1.752 -1.151
C 3.138 1.573 -0.477
C 2.212 0.583 -0.763
C 2.605 -0.308 -1.835
H 1.556 -3.097 -3.560
H 3.647 -2.651 -4.834
H 5.091 -0.765 -4.169
H 5.608 1.072 -2.742
H 5.031 2.547 -0.848
H 2.962 2.284 0.318
C 3.693 -0.745 3.371
N 2.739 -1.174 2.352
C 3.370 -1.689 1.136
C 1.464 -1.538 2.677
N 0.469 -1.170 1.835
C -0.681 -2.024 1.742
C -0.460 -3.365 1.537
C -1.511 -4.290 1.490
C -2.790 -3.847 1.655
C -3.070 -2.473 1.843
C -4.414 -2.083 2.050
C -4.725 -0.775 2.258
C -3.708 0.192 2.207
C -2.381 -0.126 2.013
N -1.464 0.966 1.797
C -1.781 2.076 2.536
N -1.869 2.029 3.868
C -2.833 2.835 4.623
C -1.296 0.934 4.628
N -2.010 3.254 1.932
C -2.716 3.331 0.657
C -1.796 4.538 2.590
C -2.013 -1.508 1.858
N 1.265 -2.212 3.814
C 2.296 -3.103 4.358
C -0.006 -2.328 4.520
H 4.251 0.104 2.972
H 4.412 -1.524 3.631
H 3.172 -0.430 4.273
H 4.006 -2.542 1.388
H 3.986 -0.918 0.677
H 2.615 -2.012 0.427
H 0.562 -3.711 1.429
H -1.302 -5.339 1.338
H -3.618 -4.543 1.646
H -5.183 -2.843 2.044
H -5.748 -0.467 2.423
H -3.997 1.234 2.274
H -3.524 3.334 3.950
H -2.339 3.571 5.255
H -3.408 2.160 5.258
H -0.485 0.487 4.062
H -2.055 0.177 4.842
H -0.912 1.324 5.570
H -3.740 3.674 0.824
H -2.739 2.358 0.180
H -2.228 4.050 0.001
H -1.133 4.416 3.444
H -2.728 4.999 2.921
H -1.328 5.210 1.870
H 3.059 -3.309 3.614
H 1.815 -4.044 4.623
H 2.755 -2.686 5.253
H -0.720 -1.600 4.168
H 0.178 -2.171 5.584
H -0.427 -3.324 4.381
C 0.181 1.434 -3.357
C -1.013 0.877 -2.667
N -1.228 0.762 -1.346
C -2.490 0.184 -1.203
C -2.999 -0.074 -2.424
N -2.065 0.381 -3.332
C -2.239 0.226 -4.786
N -1.973 -1.115 -5.182
N -2.806 -2.097 -4.730
N -2.294 -3.230 -4.971
C -1.071 -3.045 -5.592
C -0.158 -3.978 -6.087
C 0.966 -3.482 -6.711
C 1.176 -2.095 -6.851
C 0.287 -1.163 -6.360
C -0.843 -1.675 -5.720
H 0.915 1.795 -2.643
H -0.104 2.254 -4.019
H 0.666 0.661 -3.958
H -2.937 -0.009 -0.244
H -3.921 -0.530 -2.741
H -1.575 0.904 -5.316
H -3.273 0.482 -5.009
H -0.350 -5.039 -6.005
H 1.689 -4.165 -7.134
H 2.053 -1.753 -7.383
H 0.444 -0.104 -6.515
Br 1.621 1.957 2.743
C 1.193 3.255 1.437
C 1.636 4.554 1.555
C 1.359 5.413 0.500
C 0.645 4.935 -0.591
C 0.239 3.616 -0.601
N 0.517 2.765 0.401
H 2.192 4.872 2.425
H 1.701 6.439 0.533
H 0.409 5.575 -1.429
H -0.327 3.209 -1.426

Atoms 1-6, force components in eV/Å:
-0.1 -0.1 0.0
0.0 0.0 0.0
0.0 0.0 0.0
0.0 0.0 0.0
0.0 0.0 0.0
0.0 0.0 0.0

Values from the calculation:
Electronic energy = -7635.8935 Eh
Total charge = +3
E_LUMO = -8.04 eV

***

Entry 4:
Entry from the Open Molecules 2025 dataset: an isolated molecule of C5H9N (the ωB97M-V functional and the def2-TZVPD basis).

Geometry (Å):
N -0.331 1.741 -2.412
C -0.476 0.427 -1.762
C 0.556 -1.557 2.690
C 0.732 -0.649 1.734
C 0.059 -0.676 0.438
C 0.072 0.381 -0.376
H -1.225 2.024 -2.804
H -0.211 2.448 -1.689
H -1.479 0.012 -1.876
H 0.158 -0.260 -2.330
H 0.944 -1.418 3.686
H 0.024 -2.465 2.441
H 1.327 0.245 1.916
H -0.530 -1.568 0.245
H 0.380 1.313 0.100

Atoms 1-6, force components in eV/Å:
-0.7 0.6 0.5
0.7 -0.3 -0.8
0.1 0.0 -0.4
-0.5 0.5 0.2
0.1 0.0 0.2
-0.8 0.0 0.8

Values from the calculation:
Electronic energy = -250.6071 Eh
E_LUMO = 1.10 eV
SMILES = C=C/C=C/CN

***

The calculation returns the following max |F| values, one per record and in order: 6.12 4.60 0.25 1.11 eV/Å.